1.
Here is a structure of composition C27H25AuF5N5S in a non-equilibrium geometry from the Open Molecules 2025 dataset. Energies are from the ωB97M-V functional and the def2-TZVPD basis.

## Properties
highest occupied orbital energy	-7.05	eV
energy relative to the best compared isomer or geometry (same formula, charge and spin)	0.096	eV
LUMO level	0.2	eV
net charge	0
total energy	-2350.86033	hartree

Each line ends with the natural charge from an NBO analysis.
Positions of all 64 atoms, in Å:
1 Au 0.223 -0.603 -0.340  0.458
2 C -1.275 3.035 1.207  -0.257
3 N -1.543 2.001 0.243  -0.597
4 C -2.709 1.186 0.442  -0.261
5 C -2.414 -0.099 1.169  0.447
6 N -1.393 -0.887 0.963  -0.530
7 C -1.513 -1.938 1.858  0.165
8 C -0.670 -3.019 2.098  -0.210
9 C -1.052 -3.916 3.075  -0.222
10 C -2.239 -3.748 3.804  -0.209
11 C -3.076 -2.670 3.583  -0.228
12 C -2.683 -1.771 2.600  0.087
13 N -3.239 -0.594 2.128  -0.525
14 C -0.547 2.543 2.427  0.376
15 N -0.184 1.316 2.647  -0.483
16 C 0.442 1.337 3.888  0.142
17 C 1.031 0.295 4.598  -0.203
18 C 1.594 0.594 5.824  -0.234
19 C 1.576 1.899 6.337  -0.209
20 C 0.998 2.945 5.642  -0.247
21 C 0.433 2.636 4.410  0.091
22 N -0.217 3.392 3.452  -0.549
23 H -2.200 3.532 1.547  0.177
24 H -0.669 3.803 0.722  0.223
25 H -1.428 2.308 -0.706  0.392
26 H -3.151 0.926 -0.522  0.236
27 H -3.484 1.724 1.011  0.179
28 H 0.253 -3.124 1.542  0.240
29 H -0.420 -4.768 3.288  0.219
30 H -2.500 -4.474 4.562  0.217
31 H -3.986 -2.533 4.153  0.217
32 H -4.066 -0.138 2.470  0.420
33 H 1.049 -0.704 4.183  0.227
34 H 2.065 -0.190 6.402  0.215
35 H 2.030 2.093 7.300  0.213
36 H 0.992 3.950 6.043  0.215
37 H -0.382 4.383 3.483  0.414
38 F 3.185 -7.404 -1.806  -0.285
39 C 3.118 -6.120 -1.459  0.279
40 C 1.891 -5.507 -1.283  0.251
41 F 0.767 -6.206 -1.462  -0.290
42 C 1.834 -4.177 -0.912  0.377
43 F 0.624 -3.641 -0.742  -0.307
44 C 2.976 -3.403 -0.724  -0.316
45 S 2.976 -1.711 -0.222  0.142
46 C 4.194 -4.056 -0.903  0.337
47 F 5.344 -3.398 -0.742  -0.291
48 C 4.275 -5.390 -1.263  0.260
49 F 5.464 -5.974 -1.427  -0.288
50 C 1.350 0.382 -3.547  -0.598
51 C 2.277 -0.637 -2.857  -0.115
52 C 3.733 -0.268 -3.147  -0.613
53 C 1.968 -2.003 -3.448  -0.610
54 C 1.974 -0.479 -1.351  -0.599
55 H 1.504 0.363 -4.630  0.201
56 H 1.549 1.399 -3.197  0.201
57 H 0.308 0.143 -3.330  0.214
58 H 3.935 -0.305 -4.220  0.204
59 H 4.411 -0.961 -2.645  0.218
60 H 3.958 0.741 -2.795  0.202
61 H 2.127 -1.980 -4.528  0.207
62 H 0.930 -2.288 -3.260  0.215
63 H 2.626 -2.766 -3.040  0.205
64 H 2.643 0.298 -0.962  0.197

Forces on the atoms, in the same order (eV/Å):
Au -0.28 0.25 -0.13
C -0.02 0.03 0.02
N 0.00 0.15 -0.03
C 0.00 -0.11 0.16
C 0.02 -0.13 -0.04
N -0.23 0.17 -0.21
C -0.01 -0.09 0.07
C 0.07 0.02 0.01
C 0.02 0.01 -0.01
C -0.02 0.03 0.00
C 0.01 -0.03 0.03
C -0.01 0.01 0.01
N 0.07 0.09 0.00
C 0.00 -0.18 -0.05
N -0.04 0.05 0.05
C -0.03 0.02 -0.03
C 0.00 0.03 0.00
C 0.00 -0.01 -0.01
C 0.01 0.00 0.02
C -0.01 0.02 -0.01
C 0.04 -0.07 0.05
N -0.02 0.13 -0.01
H 0.00 0.05 -0.02
H 0.03 0.00 0.04
H 0.00 -0.03 -0.02
H 0.06 0.00 -0.04
H -0.03 -0.04 -0.02
H -0.07 -0.01 0.02
H 0.00 0.00 0.01
H 0.00 0.00 0.00
H 0.00 -0.01 0.00
H 0.01 0.00 0.02
H -0.01 -0.01 0.02
H 0.00 0.00 0.00
H 0.00 0.00 0.00
H 0.00 0.00 -0.01
H 0.01 -0.01 0.00
F -0.01 -0.01 0.00
C 0.01 0.01 -0.01
C -0.01 0.00 0.00
F 0.00 -0.01 0.00
C 0.06 -0.02 0.05
F -0.03 -0.03 -0.08
C -0.20 0.06 -0.13
S 0.45 0.04 0.05
C 0.00 0.04 0.01
F 0.01 -0.01 -0.03
C -0.01 0.01 0.02
F 0.00 -0.01 0.00
C 0.17 0.04 -0.10
C -0.46 0.73 0.07
C 0.03 -0.11 -0.01
C -0.08 -0.07 0.10
C 0.98 -1.48 0.38
H 0.00 0.01 0.01
H -0.01 -0.02 0.04
H -0.01 0.01 -0.02
H 0.00 -0.01 0.01
H 0.03 0.02 -0.01
H -0.01 0.00 0.00
H -0.03 0.03 -0.01
H 0.02 -0.03 0.06
H 0.02 -0.08 -0.05
H -0.49 0.55 -0.23


2.
Here is a structure of composition C27H25AuN5O7 from the Open Molecules 2025 dataset. Energies are from the ωB97M-V functional and the def2-TZVPD basis.

## Properties
highest occupied orbital energy	-4.95	eV
LUMO level	2.3	eV
net charge	-1
total energy	-1980.11301	hartree

Each line ends with the natural charge from an NBO analysis.
Positions of all 65 atoms, in Å:
1 Au -0.605 -0.286 0.653  0.539
2 C 3.696 -3.324 -0.233  -0.248
3 O 3.193 -3.638 -1.524  -0.548
4 C 4.029 -3.262 -2.550  0.293
5 C 4.923 -4.205 -3.035  -0.254
6 C 5.826 -3.898 -4.037  -0.250
7 C 5.832 -2.612 -4.557  -0.207
8 C 4.935 -1.670 -4.093  -0.234
9 C 4.002 -1.962 -3.089  0.114
10 N 3.178 -0.926 -2.666  -0.635
11 C 2.021 -0.890 -1.847  0.635
12 N 1.121 -1.845 -2.156  -0.607
13 C -0.145 -2.312 -1.701  0.150
14 C -0.942 -1.847 -0.636  -0.387
15 C -2.175 -2.507 -0.485  -0.241
16 C -2.629 -3.511 -1.323  -0.240
17 C -1.806 -3.975 -2.334  -0.289
18 C -0.563 -3.399 -2.487  0.221
19 O 0.318 -3.878 -3.457  -0.548
20 C 0.786 -5.188 -3.195  -0.244
21 N 1.899 0.063 -1.009  -0.556
22 C 2.971 0.898 -0.708  0.086
23 C 3.761 0.627 0.415  -0.226
24 C 4.836 1.427 0.759  -0.225
25 C 5.138 2.547 -0.001  -0.237
26 C 4.338 2.860 -1.089  -0.265
27 C 3.273 2.048 -1.457  0.308
28 O 2.604 2.383 -2.605  -0.552
29 C 1.187 2.569 -2.469  -0.253
30 H 4.542 -3.971 0.025  0.165
31 H 2.880 -3.487 0.468  0.203
32 H 4.022 -2.282 -0.175  0.183
33 H 4.901 -5.191 -2.586  0.217
34 H 6.520 -4.646 -4.395  0.208
35 H 6.538 -2.341 -5.331  0.209
36 H 4.943 -0.668 -4.506  0.210
37 H 3.513 -0.004 -2.893  0.413
38 H 1.437 -2.462 -2.888  0.418
39 H -2.819 -2.207 0.332  0.205
40 H -3.617 -3.936 -1.193  0.200
41 H -2.116 -4.773 -2.997  0.206
42 H -0.023 -5.923 -3.231  0.166
43 H 1.275 -5.243 -2.219  0.188
44 H 1.515 -5.424 -3.970  0.185
45 H 3.504 -0.238 1.014  0.212
46 H 5.445 1.171 1.618  0.204
47 H 5.982 3.177 0.248  0.205
48 H 4.531 3.740 -1.689  0.215
49 H 0.890 3.247 -3.267  0.181
50 H 0.942 3.013 -1.508  0.194
51 H 0.639 1.631 -2.557  0.199
52 O -2.917 3.937 4.233  -0.688
53 C -2.361 2.991 4.940  0.781
54 O -2.507 2.879 6.143  -0.644
55 C -1.501 2.024 4.202  -0.260
56 C -0.700 1.080 4.799  0.005
57 N -0.136 0.362 3.812  -0.313
58 N -0.525 0.780 2.606  -0.311
59 C -1.361 1.786 2.811  0.067
60 C -1.962 2.490 1.615  0.755
61 O -2.523 3.598 1.845  -0.720
62 O -1.827 1.930 0.520  -0.703
63 H -2.720 3.831 3.203  0.496
64 H -0.506 0.893 5.842  0.233
65 H 0.520 -0.393 3.889  0.414

Forces on the atoms, in the same order (eV/Å):
Au 0.14 -0.91 0.16
C 0.03 0.07 0.14
O -0.05 0.03 -0.11
C 0.06 0.12 0.07
C 0.00 -0.02 -0.06
C 0.03 -0.05 -0.02
C 0.03 -0.01 0.00
C -0.06 0.02 -0.03
C 0.01 -0.17 0.04
N 0.02 -0.27 0.00
C 0.41 0.19 -0.07
N -0.14 0.08 0.07
C 0.17 0.08 0.21
C 0.40 0.33 -0.34
C -0.09 0.10 0.15
C 0.03 -0.05 0.00
C 0.04 -0.08 -0.10
C -0.11 -0.12 0.08
O -0.23 0.08 -0.12
C 0.15 -0.24 0.03
N -0.69 -0.10 0.30
C 0.08 0.08 0.03
C -0.04 0.05 -0.03
C 0.08 -0.04 0.01
C -0.05 0.03 -0.03
C 0.08 0.00 -0.04
C 0.14 0.00 0.24
O -0.19 -0.13 -0.05
C -0.12 -0.06 -0.11
H -0.02 0.00 -0.04
H 0.01 0.03 -0.01
H -0.05 0.01 -0.03
H -0.03 0.00 0.01
H 0.00 0.00 -0.01
H -0.01 0.02 -0.01
H -0.02 0.00 -0.02
H 0.03 0.03 0.04
H 0.06 0.10 -0.13
H -0.02 0.08 -0.04
H 0.02 0.00 0.07
H 0.03 0.00 -0.01
H -0.03 0.06 -0.02
H -0.02 0.05 -0.01
H -0.01 0.01 -0.01
H -0.03 -0.01 -0.02
H -0.03 0.01 0.01
H -0.02 0.01 0.04
H 0.01 -0.01 -0.04
H 0.03 -0.01 -0.01
H 0.01 0.07 0.13
H 0.07 -0.02 0.01
O -0.05 -0.01 0.34
C -0.05 0.18 0.16
O 0.10 -0.03 -0.02
C -0.05 -0.14 -0.20
C -0.02 0.04 0.01
N 0.04 0.01 0.17
N -0.18 0.22 -0.55
C 0.13 0.11 0.27
C 0.01 -0.02 -0.52
O 0.01 -0.10 -0.06
O -0.03 0.37 0.23
H -0.03 0.02 -0.11
H -0.01 -0.02 0.00
H 0.01 -0.08 -0.08